A 6-piece molecular cluster, C12H39BO5 overall at a distorted geometry, computed with the ωB97M-V functional and the def2-TZVPD basis.

Last column: Löwdin spin population.
Element x y z (Å)
O (0.227, 0.711, -0.672)  0.004
H (0.067, 0.644, -1.617)  0.002
H (0.094, 1.615, -0.379)  0.000
H (1.159, 0.518, -0.549)  0.000
B (-0.128, 0.562, -3.206)  0.039
H (0.536, 1.404, -3.084)  0.002
H (0.385, -0.301, -2.811)  0.001
H (-1.049, 0.706, -2.662)  0.020
H (-0.391, 0.434, -4.244)  0.018
C (-1.434, -2.715, -1.369)  0.092
C (-1.612, -2.922, -2.892)  0.108
C (-2.617, -3.984, -3.271)  0.006
O (-1.977, -1.681, -3.511)  0.645
H (-0.838, -3.530, -0.961)  0.005
H (-2.400, -2.475, -0.924)  0.004
H (-0.860, -1.791, -1.300)  0.000
H (-0.625, -3.174, -3.281)  0.047
H (-2.195, -4.956, -3.013)  0.001
H (-2.679, -3.973, -4.359)  0.001
H (-3.569, -3.898, -2.747)  0.003
H (-1.216, -1.118, -3.351)  0.001
C (-0.314, -0.033, 4.231)  0.000
C (-0.063, -0.714, 2.887)  0.000
C (-1.399, -1.027, 2.208)  0.001
O (0.793, 0.143, 2.109)  0.000
H (0.669, 0.108, 4.681)  0.000
H (-0.762, -0.614, 5.037)  0.000
H (-0.809, 0.931, 4.112)  0.000
H (0.422, -1.652, 3.158)  0.000
H (-1.257, -1.482, 1.228)  0.001
H (-1.958, -0.107, 2.037)  0.000
H (-1.959, -1.719, 2.838)  0.000
H (1.472, 0.416, 2.730)  0.000
C (4.476, -0.803, 0.884)  0.000
C (3.583, -0.845, -0.384)  0.000
C (2.614, -1.987, -0.241)  0.000
O (2.815, 0.338, -0.507)  0.000
H (3.927, -0.413, 1.741)  0.000
H (5.223, -0.015, 0.786)  0.000
H (4.998, -1.728, 1.126)  0.000
H (4.301, -1.066, -1.174)  0.000
H (2.059, -2.108, -1.171)  0.000
H (1.998, -1.686, 0.607)  0.000
H (3.061, -2.921, 0.101)  0.000
H (3.468, 1.019, -0.330)  0.000
C (-1.824, 2.926, 1.751)  0.000
C (-1.416, 3.809, 0.588)  0.000
C (-1.176, 5.285, 1.006)  0.000
O (-0.276, 3.267, -0.005)  0.000
H (-0.918, 2.680, 2.305)  0.000
H (-2.310, 2.035, 1.356)  0.000
H (-2.563, 3.457, 2.352)  0.000
H (-2.158, 3.755, -0.209)  0.000
H (-2.140, 5.623, 1.386)  0.000
H (-0.943, 5.843, 0.099)  0.000
H (-0.312, 5.385, 1.663)  0.000
H (-0.199, 3.823, -0.785)  0.000

## Properties
<S²> ... 0.755
Total charge ... +1
Spin multiplicity ... 2
E ... -881.154744 a.u.
Gap between HOMO and LUMO (spin up / spin down) ... 11.00 / 4.69 eV
Strongest force on any atom ... 4.43 eV/A